Run i
This record from OMol25 describes one molecule with the formula C6H8O3. The level of theory is ωB97M-V/def2-TZVPD.

```
17
C6H8O3 ωB97M-V/def2-TZVPD
C 1.346 0.727 -0.193
C 1.059 -0.743 0.033
C -0.287 -1.114 0.408
C 0.040 1.133 0.393
C -1.104 0.869 -0.609
C -1.376 -0.521 -0.595
H 2.165 1.158 0.442
H 1.656 0.976 -1.152
H 1.797 -1.415 0.304
H 1.083 -1.394 -0.919
H -0.556 -2.241 0.406
H 0.112 2.045 0.952
H -1.381 1.585 -1.348
H -1.389 -1.193 -1.371
O -0.750 -0.797 1.628
O -0.016 0.593 1.781
O -2.398 0.331 -0.159
```

HOMO in eV: -9.245
Lowest unoccupied orbital energy in eV: 0.7
Kohn-Sham gap in eV: 9.97



Run ii
This record from OMol25 describes C6H8O3 as an isolated structure. The level of theory is ωB97M-V/def2-TZVPD.

```
17
C6H8O3 ωB97M-V/def2-TZVPD
C -2.326 0.253 -0.478
C -0.509 -0.458 0.651
C 1.961 -0.289 0.425
C 1.080 0.553 -0.678
C 0.667 -1.237 0.075
C -0.330 0.847 1.092
H -2.169 1.180 0.133
H -3.340 -0.014 -0.297
H -1.891 0.342 -1.514
H 2.869 -0.577 -0.161
H 2.251 0.182 1.340
H 1.752 0.967 -1.530
H 0.464 -2.377 0.184
H 0.628 0.739 1.836
O -1.756 -0.878 0.264
O 0.446 -0.756 -1.061
O 0.202 1.523 -0.280
```

HOMO in eV: -7.959
Lowest unoccupied orbital energy in eV: -0.4
Kohn-Sham gap in eV: 7.60



Run iii
This record from OMol25 describes one molecule with the formula C6H8O3. The level of theory is ωB97M-V/def2-TZVPD.

```
17
C6H8O3 ωB97M-V/def2-TZVPD
C -0.261 0.073 0.087
C -0.561 1.564 0.219
C -0.517 -0.807 1.283
C 1.286 0.065 -0.594
C 0.112 -0.693 -1.520
O 2.007 -0.994 -0.032
C -1.171 -0.314 -1.226
O 1.849 1.112 -0.881
O -2.340 -0.233 -1.420
H 2.933 -0.721 -0.088
H 0.286 -1.757 -1.381
H 0.134 1.993 0.941
H -1.595 1.674 0.553
H -0.430 2.099 -0.718
H -0.222 -1.837 1.097
H 0.067 -0.444 2.131
H -1.577 -0.781 1.549
```

HOMO in eV: -9.007
Lowest unoccupied orbital energy in eV: -0.3
Kohn-Sham gap in eV: 8.69



Best to worst by energy: run iii, run i, run ii.



Run i
This record from OMol25 describes a 2-piece molecular cluster, C6H15N2 overall. The level of theory is ωB97M-V/def2-TZVPD.

```
23
C6H15N2 ωB97M-V/def2-TZVPD
C 1.212 0.395 -1.506
C 0.763 -0.856 -1.439
C 1.461 -2.056 -2.023
C 0.359 1.629 -1.374
H 2.238 0.558 -1.814
H -0.205 -1.056 -0.981
H 1.797 -2.745 -1.248
H 0.745 -2.627 -2.608
H 2.315 -1.766 -2.630
H -0.687 1.347 -1.249
H 0.423 2.207 -2.297
H 0.644 2.278 -0.547
C -0.309 0.405 1.588
C -1.629 0.214 1.663
N -2.570 1.124 1.347
N 0.626 -0.713 1.721
H 0.180 1.320 1.313
H -1.981 -0.730 2.071
H -3.515 0.819 1.197
H -2.290 1.949 0.843
H 1.257 -0.666 2.526
H 1.202 -0.737 0.864
H 0.147 -1.613 1.781
```

HOMO in eV: -12.859
Net charge: +1
Lowest unoccupied orbital energy in eV: -3.2
Kohn-Sham gap in eV: 9.64



Run ii
This record from OMol25 describes an isolated ion of composition C6H15N2 and charge +1. The level of theory is ωB97M-V/def2-TZVPD.

```
23
C6H15N2 ωB97M-V/def2-TZVPD
C 1.442 -1.406 -2.114
C 0.396 -1.116 -1.092
C 0.038 0.402 -0.991
C -0.488 0.765 0.383
C -1.688 0.366 0.879
N -2.200 0.802 2.061
C 0.130 1.991 1.001
N 0.924 -1.573 0.295
H 1.856 -2.409 -2.230
H 2.368 -0.838 -1.871
H 1.074 -1.022 -3.072
H -0.520 -1.673 -1.263
H 0.807 1.134 -1.235
H -0.775 0.684 -1.682
H -2.367 -0.328 0.401
H -3.008 0.401 2.499
H -1.840 1.634 2.495
H 1.027 2.406 0.545
H -0.556 2.840 1.029
H 0.355 1.836 2.070
H 0.370 -1.081 1.025
H 1.875 -1.242 0.455
H 0.779 -2.573 0.411
```

HOMO in eV: -11.611
Net charge: +1
Lowest unoccupied orbital energy in eV: -3.1
Kohn-Sham gap in eV: 8.49



Best to worst by energy: run ii, run i.



Run i
This record from OMol25 describes C6H15N2 as an isolated structure. The level of theory is ωB97M-V/def2-TZVPD.

```
23
C6H15N2 ωB97M-V/def2-TZVPD
C 1.540 -0.331 -0.874
C 0.440 1.246 -1.406
C 0.054 0.020 -0.449
C -1.775 0.534 1.398
C 0.231 -0.931 1.976
C -0.247 0.315 1.104
N -0.873 -0.954 -1.160
N 1.331 0.300 -2.124
H 2.210 0.277 -0.369
H 1.741 -1.439 -0.763
H -0.174 1.819 -2.015
H 0.920 1.804 -0.622
H -2.379 -0.285 1.759
H -2.205 0.950 0.410
H -1.792 1.250 2.174
H -0.486 -1.707 1.892
H 0.218 -0.681 3.086
H 1.214 -1.330 1.674
H 0.272 1.131 1.417
H -1.911 -0.541 -1.259
H -1.033 -1.801 -0.605
H 2.077 0.584 -2.646
H 0.628 -0.231 -2.599
```

HOMO in eV: -14.225
Net charge: +1
Lowest unoccupied orbital energy in eV: -3.0
Kohn-Sham gap in eV: 11.21



Run ii
This record from OMol25 describes a 2-piece molecular cluster, C6H15N2 overall. The level of theory is ωB97M-V/def2-TZVPD.

```
23
C6H15N2 ωB97M-V/def2-TZVPD
C 2.141 1.230 2.393
C 1.085 1.530 1.334
C 0.375 0.283 0.898
N -0.120 -1.695 -2.216
C 0.263 -1.377 -0.918
C 0.206 -0.071 -0.454
C -0.152 1.025 -1.437
N -3.111 -1.477 -0.605
H 2.516 2.183 2.742
H 1.697 0.694 3.228
H 0.326 2.177 1.814
H 1.381 2.016 0.418
H -3.441 -0.520 -0.623
H 0.606 -0.605 1.501
H 0.344 -2.597 -2.366
H -1.086 -2.009 -2.338
H 0.635 -2.144 -0.245
H -1.000 0.929 -2.118
H 0.610 1.408 -2.117
H -0.271 1.882 -0.759
H 3.026 0.673 2.048
H -2.265 -1.448 -0.046
H -3.767 -2.084 -0.134
```

HOMO in eV: -13.751
Net charge: +1
Lowest unoccupied orbital energy in eV: -6.4
Kohn-Sham gap in eV: 7.33



Best to worst by energy: run i, run ii.



Run i
This record from OMol25 describes a 2-piece molecular cluster, C6H15N2 overall. The level of theory is ωB97M-V/def2-TZVPD.

```
23
C6H15N2 ωB97M-V/def2-TZVPD
C -0.225 0.918 -1.373
N -1.568 0.245 -1.333
C -2.672 1.167 -1.641
C 0.654 0.034 -0.525
N 0.124 -0.050 0.858
C 1.047 -0.866 1.467
C 1.423 -2.059 0.472
C 1.028 -1.405 -0.922
H 0.117 1.186 -2.367
H -0.380 1.872 -0.838
H -1.619 -0.198 -0.415
H -2.870 1.817 -0.788
H -3.540 0.496 -1.633
H -2.652 1.657 -2.607
H 1.628 0.545 -0.416
H 0.500 2.188 4.662
H 0.768 2.788 4.986
H 0.823 -1.289 2.448
H 2.044 -0.391 1.601
H 2.456 -2.337 0.639
H 0.745 -2.889 0.659
H 0.233 -1.960 -1.414
H 1.936 -1.469 -1.519
```

HOMO in eV: -13.129
Net charge: +1
Lowest unoccupied orbital energy in eV: -8.3
Kohn-Sham gap in eV: 4.81



Run ii
This record from OMol25 describes an isolated ion of composition C6H15N2 and charge +1. The level of theory is ωB97M-V/def2-TZVPD.

```
23
C6H15N2 ωB97M-V/def2-TZVPD
C -1.832 -0.418 -0.857
C -1.823 -0.936 0.526
C -0.766 0.064 0.043
C 1.514 0.367 1.273
C 1.456 0.320 -1.392
C 0.773 -0.303 0.062
N 0.886 -1.729 0.080
N -1.013 1.476 0.555
H -1.591 -1.023 -1.782
H -2.496 0.411 -1.229
H -2.731 -0.850 1.120
H -1.597 -2.063 0.519
H 2.151 -0.492 1.823
H 0.913 0.755 2.044
H 1.996 1.217 0.867
H 2.512 0.399 -1.046
H 1.398 -0.359 -2.243
H 1.037 1.284 -1.824
H 0.538 -2.055 -0.874
H 1.885 -1.718 0.314
H -1.996 1.865 0.518
H -0.458 2.214 -0.019
H -0.755 1.574 1.521
```

HOMO in eV: -13.110
Net charge: +1
Lowest unoccupied orbital energy in eV: -3.5
Kohn-Sham gap in eV: 9.56



Best to worst by energy: run ii, run i.



Run i
This record from OMol25 describes one molecule with the formula C5H11Cl. The level of theory is ωB97M-V/def2-TZVPD.

```
17
C5H11Cl ωB97M-V/def2-TZVPD
C 1.788 -1.467 0.217
C 0.745 -0.545 0.967
C -0.251 0.048 -0.006
C -1.513 0.833 0.608
C -2.247 -0.311 1.293
H 2.501 -0.755 -0.294
H 1.270 -2.126 -0.535
H 2.275 -2.200 0.927
H 1.183 0.116 1.712
H 0.112 -1.172 1.527
H -0.670 -0.776 -0.671
H -2.187 1.069 -0.181
H -1.393 1.722 1.161
H -2.102 -1.292 0.785
H -1.630 -0.503 2.229
H -3.270 -0.129 1.652
Cl 0.752 0.865 -1.575
```

HOMO in eV: -10.289
Lowest unoccupied orbital energy in eV: 1.0
Kohn-Sham gap in eV: 11.27



Run ii
This record from OMol25 describes one molecule with the formula C5H11Cl. The level of theory is ωB97M-V/def2-TZVPD.

```
17
C5H11Cl ωB97M-V/def2-TZVPD
C -1.697 -0.422 -0.784
C -0.317 0.161 -0.438
C -0.631 1.464 0.427
C 0.588 -0.927 0.177
C 1.975 -0.509 0.589
H -2.130 0.106 -1.657
H -1.487 -1.491 -1.087
H -2.452 -0.265 0.000
H 0.125 0.507 -1.408
H -1.209 2.153 -0.173
H 0.329 1.945 0.649
H -1.036 1.219 1.388
H 0.734 -1.755 -0.500
H 0.076 -1.202 1.135
H 1.850 0.015 1.545
H 2.576 -1.456 0.826
Cl 2.704 0.457 -0.690
```

HOMO in eV: -10.530
Lowest unoccupied orbital energy in eV: 1.0
Kohn-Sham gap in eV: 11.55



Best to worst by energy: run ii, run i.



Run i
This record from OMol25 describes C2H8N3 as an isolated structure. The level of theory is ωB97M-V/def2-TZVPD.

```
13
C2H8N3 ωB97M-V/def2-TZVPD
C -1.533 0.753 0.186
C -0.035 -0.611 0.083
N 1.326 -0.799 -0.103
N -0.685 -1.779 -0.058
N 2.147 0.449 -0.110
H -1.689 0.859 -0.869
H -1.361 1.615 0.800
H -2.094 -0.070 0.574
H -1.716 -1.859 0.233
H -0.126 -2.584 -0.079
H 2.145 0.888 -0.935
H 3.115 0.175 0.136
H 1.765 1.230 0.465
```

HOMO in eV: -14.000
Net charge: +1
Lowest unoccupied orbital energy in eV: -3.6
Kohn-Sham gap in eV: 10.37



Run ii
This record from OMol25 describes a 2-piece molecular cluster, C2H8N3 overall. The level of theory is ωB97M-V/def2-TZVPD.

```
13
C2H8N3 ωB97M-V/def2-TZVPD
C -2.436 -1.494 -0.049
N -1.575 -0.707 0.457
H -2.312 -2.587 -0.209
H -3.478 -1.145 -0.179
H -1.725 -0.393 1.412
H 0.166 1.823 -1.044
N 1.173 -0.264 0.518
C 1.737 0.675 -0.195
N 1.139 1.665 -0.813
H 0.152 -0.175 0.705
H 1.854 -0.649 1.159
H 2.819 0.718 -0.345
H 1.693 2.441 -1.146
```

HOMO in eV: -12.773
Net charge: +1
Lowest unoccupied orbital energy in eV: -3.7
Kohn-Sham gap in eV: 9.10



Run iii
This record from OMol25 describes a 2-piece molecular cluster, C2H8N3 overall. The level of theory is ωB97M-V/def2-TZVPD.

```
13
C2H8N3 ωB97M-V/def2-TZVPD
C 2.305 -0.385 -0.427
C -1.778 0.261 0.041
N 1.652 0.374 0.332
N -1.480 -1.008 0.017
N -0.899 1.202 -0.096
H 1.871 -0.175 -1.444
H 3.015 -1.136 -0.187
H -2.800 0.590 0.215
H -0.574 -1.360 -0.215
H -2.147 -1.648 0.437
H 0.011 0.764 -0.026
H -0.969 2.279 0.045
H 1.794 0.243 1.309
```

HOMO in eV: -14.750
Net charge: +1
Lowest unoccupied orbital energy in eV: -3.4
Kohn-Sham gap in eV: 11.39



Run iv
This record from OMol25 describes an isolated ion of composition C2H8N3 and charge +1. The level of theory is ωB97M-V/def2-TZVPD.

```
13
C2H8N3 ωB97M-V/def2-TZVPD
C -2.223 0.256 0.021
C 1.213 -0.685 0.068
N -0.959 0.203 0.019
N -0.177 -0.828 -0.138
N 1.337 0.823 -0.049
H -2.602 1.238 0.298
H -2.652 -0.757 -0.056
H 1.452 -0.695 1.103
H 1.843 -1.305 -0.519
H -0.627 -1.656 -0.519
H 1.647 1.185 -0.967
H 1.994 1.159 0.707
H -0.244 1.061 0.033
```

HOMO in eV: -14.269
Net charge: +1
Lowest unoccupied orbital energy in eV: -3.9
Kohn-Sham gap in eV: 10.37



Best to worst by energy: run iii, run ii, run iv, run i.



Run i
This record from OMol25 describes a 2-piece molecular cluster, C2H4O3S overall. The level of theory is ωB97M-V/def2-TZVPD.

```
10
C2H4O3S ωB97M-V/def2-TZVPD
C -0.159 -0.729 -0.200
C 1.538 0.404 0.047
O -2.885 -0.403 -0.128
O -1.767 1.141 -1.701
O -0.396 -1.476 0.843
S -1.728 0.338 -0.537
H 1.078 1.365 -0.021
H 2.050 0.318 -0.890
H 2.157 0.296 0.927
H 0.112 -1.253 1.661
```

HOMO (spin up / spin down) in eV: -9.012 / -9.016
Lowest unoccupied orbital energy (spin up / spin down) in eV: -1.0 / -1.0
Kohn-Sham gap (spin up / spin down) in eV: 8.05 / 8.05



Run ii
This record from OMol25 describes C2H4O3S as an isolated structure. The level of theory is ωB97M-V/def2-TZVPD.

```
10
C2H4O3S ωB97M-V/def2-TZVPD
C 0.163 0.160 0.502
C 1.100 -0.804 -0.104
O -2.479 1.022 0.156
O -1.878 -1.388 -0.066
O 0.538 1.844 -0.322
S -1.505 0.010 -0.129
H 1.772 -0.410 -0.889
H 0.366 -1.555 -0.325
H 1.672 -1.254 0.713
H 0.250 2.375 0.465
```

HOMO (spin up / spin down) in eV: -10.123 / -10.116
Lowest unoccupied orbital energy (spin up / spin down) in eV: -2.2 / -2.2
Kohn-Sham gap (spin up / spin down) in eV: 7.96 / 7.95



Best to worst by energy: run i, run ii.



Run i
This record from OMol25 describes one molecule with the formula C3H7NS2. The level of theory is ωB97M-V/def2-TZVPD.

```
13
C3H7NS2 ωB97M-V/def2-TZVPD
C -1.126 2.221 0.808
C -0.013 1.881 -0.140
C 0.294 -1.037 -0.226
H -2.065 2.340 0.262
H -0.937 3.088 1.399
H -1.364 1.428 1.509
H 0.904 1.763 0.452
H 0.189 2.741 -0.834
H 0.820 -2.882 -0.554
H 0.370 -2.020 -2.029
N 0.541 -2.069 -1.031
S -0.195 0.412 -1.149
S 0.406 -1.060 1.421
```

HOMO in eV: -8.428
Lowest unoccupied orbital energy in eV: 0.7
Kohn-Sham gap in eV: 9.10



Run ii
This record from OMol25 describes one molecule with the formula C3H7NS2. The level of theory is ωB97M-V/def2-TZVPD.

```
13
C3H7NS2 ωB97M-V/def2-TZVPD
C 1.581 0.573 0.536
C 0.188 1.018 0.841
C -0.751 -0.123 -1.374
H 2.300 1.260 1.005
H 1.760 0.623 -0.548
H 1.765 -0.447 0.889
H -0.049 2.024 0.514
H -1.848 -2.443 0.914
H -0.307 0.871 -1.311
H -0.918 -0.544 -2.371
N -1.038 -0.702 -0.280
S -0.947 0.150 1.591
S -1.737 -2.262 -0.404
```

HOMO in eV: -7.595
Lowest unoccupied orbital energy in eV: 0.2
Kohn-Sham gap in eV: 7.84



Run iii
This record from OMol25 describes C3H7NS2 as an isolated structure. The level of theory is ωB97M-V/def2-TZVPD.

```
13
C3H7NS2 ωB97M-V/def2-TZVPD
C 1.038 -1.868 0.486
C -0.185 0.530 -0.324
C 0.376 1.837 -0.139
H 1.493 -0.963 1.210
H 2.102 -2.441 0.108
H 0.209 -2.401 0.928
H -0.447 2.200 0.618
H -0.148 2.807 -1.256
H 1.709 2.060 -0.064
H -3.355 -0.493 -0.181
N -1.291 0.430 0.156
S 0.731 -0.795 -1.078
S -2.231 -0.903 -0.466
```

HOMO in eV: -8.891
Lowest unoccupied orbital energy in eV: 0.3
Kohn-Sham gap in eV: 9.17



Run iv
This record from OMol25 describes one molecule with the formula C3H7NS2. The level of theory is ωB97M-V/def2-TZVPD.

```
13
C3H7NS2 ωB97M-V/def2-TZVPD
C -0.670 2.377 1.972
C 0.049 0.311 0.414
C -0.486 -0.808 -0.477
H -0.039 2.851 1.209
H -0.083 2.108 2.875
H -1.510 3.047 2.213
H 0.578 1.044 -0.182
H 0.785 -0.152 1.135
H -1.445 -1.188 -0.287
H 1.822 -2.451 -2.345
N 0.079 -1.543 -1.334
S -1.393 0.878 1.365
S 1.767 -1.236 -1.786
```

HOMO in eV: -8.898
Lowest unoccupied orbital energy in eV: 0.9
Kohn-Sham gap in eV: 9.75



Best to worst by energy: run i, run iv, run ii, run iii.